# 1
The following is a DFT calculation (wB97M-V/def2-TZVPD) of C36H29F11N9O3Re as an isolated structure.

The geometry in XYZ format:
```
89
Properties=species:S:1:pos:R:3:forces:R:3:lowdin_spin:R:1
Re 0.2611 2.3547 -0.6394 0.181 0.850 -0.360 0.7195
C 1.1385 2.4768 2.4082 0.043 -0.048 -0.091 0.0042
N 1.5051 2.9960 1.0749 -0.022 -0.026 0.049 0.0106
C 2.8867 2.5631 0.7476 -0.025 0.055 0.023 0.0019
C 3.1732 2.6470 -0.7389 0.070 -0.182 -0.094 -0.0010
N 2.0258 2.0491 -1.4388 -0.161 -0.054 0.003 -0.0069
C 2.2364 1.5554 -2.7386 0.040 -0.145 0.409 -0.0001
C 3.0001 2.2196 -3.6888 0.054 0.224 -0.202 -0.0007
F 3.5572 3.4068 -3.3925 -0.029 -0.042 0.014 -0.0002
C 3.1780 1.7391 -4.9762 0.082 0.158 0.022 0.0001
F 3.9057 2.4351 -5.8491 -0.031 -0.030 0.034 0.0001
C 2.5820 0.5568 -5.3587 -0.026 -0.077 -0.085 -0.0007
F 2.7401 0.0865 -6.5933 0.000 0.000 0.028 -0.0002
C 1.8237 -0.1382 -4.4340 -0.021 -0.034 -0.046 0.0002
F 1.2766 -1.3074 -4.7697 -0.003 0.009 0.001 0.0001
C 1.6673 0.3517 -3.1537 0.023 -0.180 0.012 0.0001
F 0.9986 -0.4166 -2.2853 0.017 0.042 -0.038 0.0006
C 1.2858 4.4641 1.0908 0.035 -0.099 0.066 0.0055
C 1.0477 5.0966 -0.2666 -0.045 0.024 0.000 0.0073
N 0.1757 4.2578 -1.1155 -0.136 0.052 0.005 -0.0007
C -0.5479 4.8882 -2.1351 0.268 -0.022 0.131 -0.0007
C -0.3324 6.2492 -2.4470 0.114 0.041 0.055 -0.0004
F 0.7020 6.9469 -1.9419 -0.076 0.071 -0.129 0.0001
C -1.1103 6.9539 -3.3274 -0.013 0.140 -0.053 -0.0024
F -0.8538 8.2389 -3.5555 -0.008 -0.051 0.022 -0.0006
C -2.1222 6.3198 -4.0212 0.110 0.202 -0.085 -0.0005
F -2.8336 7.0256 -4.8944 0.025 -0.065 -0.011 0.0001
C -2.3145 4.9724 -3.8444 -0.028 -0.159 -0.098 0.0008
F -4.5319 5.0909 -4.5716 -0.054 0.036 0.056 -0.0002
C -1.5220 4.2280 -2.9365 -0.164 -0.014 0.068 0.0053
F -2.5144 2.1683 -3.6546 0.055 0.061 -0.029 0.0073
H 1.7394 2.9607 3.1851 0.002 -0.014 0.009 0.0007
H 1.3198 1.4027 2.4393 -0.032 0.016 -0.005 0.0000
H 0.0835 2.6710 2.5869 -0.007 -0.007 0.004 0.0002
H 2.9382 1.5105 1.0304 0.041 0.012 0.048 0.0001
H 3.6190 3.1191 1.3436 0.001 0.036 -0.032 0.0002
H 4.0853 2.0726 -0.9302 0.013 0.026 -0.058 -0.0002
H 3.3763 3.6679 -1.0622 -0.071 0.024 0.011 -0.0005
H 2.1278 4.9632 1.5833 -0.014 0.009 0.029 0.0002
H 0.3965 4.6217 1.6998 -0.022 -0.005 -0.018 0.0000
H 1.9865 5.3078 -0.7776 -0.004 -0.017 -0.013 -0.0004
H 0.5815 6.0562 -0.0512 0.004 -0.051 0.029 0.0008
F 2.7049 -3.6600 1.6004 -0.012 0.035 0.008 0.0001
C 1.4260 -3.2361 1.6959 -0.011 -0.121 0.002 0.0011
C 1.0957 -2.0130 1.1967 0.053 0.036 -0.101 0.0018
C -0.2331 -1.5837 1.2302 -0.042 0.024 0.036 0.0006
C -0.5879 -0.2579 0.7403 0.206 0.005 -0.517 0.0136
O 0.2877 0.3927 0.1140 0.097 -0.058 0.599 0.0039
C -1.9057 0.1839 0.9841 -0.215 -0.122 0.317 0.0057
C -2.8145 -0.7234 1.4481 -0.003 0.096 -0.166 0.0092
N -2.5346 -2.0069 1.7476 0.010 -0.136 0.050 0.0114
C -3.6271 -2.8967 2.0961 0.133 0.044 0.029 0.0008
C -4.7541 -3.0190 1.1191 -0.044 0.039 -0.021 0.0001
C -3.7957 -4.1563 1.2979 -0.037 -0.043 -0.017 0.0002
C -1.2133 -2.4349 1.7468 -0.163 0.042 0.080 0.0018
C -0.8442 -3.6699 2.2931 -0.102 -0.046 -0.030 0.0005
C 0.4719 -4.0866 2.2806 0.196 -0.028 -0.016 0.0029
N 0.8175 -5.3317 2.8603 -0.146 -0.024 0.039 0.0008
C 0.1071 -6.5317 2.4478 0.089 0.012 -0.036 0.0001
C -0.2445 -7.3420 3.7062 0.057 -0.001 0.075 0.0000
N 0.7118 -6.9155 4.7916 0.025 0.024 -0.085 0.0000
C 2.1137 -6.8307 4.2539 -0.083 0.013 0.032 0.0000
C 2.1779 -5.6322 3.2849 -0.068 -0.029 -0.001 0.0001
C -2.3762 1.6130 0.8415 0.090 0.179 -0.233 0.0003
O -3.5350 1.8646 1.0998 -0.028 0.041 0.037 0.0006
O -1.4571 2.4689 0.5370 -0.003 -0.282 0.257 -0.0020
H 1.8510 -1.3884 0.7369 -0.030 0.017 0.012 0.0000
H -3.8438 -0.4063 1.5638 0.004 -0.005 0.001 0.0004
H -3.8683 -2.9107 3.1517 0.038 -0.030 0.025 0.0003
H -4.6789 -2.4443 0.2059 0.001 -0.018 0.005 0.0000
H -5.7530 -3.1091 1.5196 0.011 0.002 0.011 0.0000
H -3.0886 -4.3397 0.4996 -0.009 0.042 -0.002 0.0000
H -4.1358 -5.0399 1.8214 -0.002 0.012 -0.001 0.0000
H -1.6019 -4.2974 2.7425 0.030 0.019 0.024 0.0000
H 0.7265 -7.1357 1.7749 -0.004 -0.001 -0.029 0.0000
H -0.7991 -6.2742 1.9080 -0.007 0.008 0.001 0.0000
H -0.1164 -8.4125 3.5614 -0.016 -0.012 0.010 0.0000
H -1.2500 -7.1474 4.0734 -0.008 0.028 -0.009 0.0000
H 0.6514 -7.5348 5.5990 0.016 -0.021 -0.024 0.0000
H 0.4385 -5.9743 5.0837 -0.004 -0.014 0.028 0.0000
H 2.3101 -7.7803 3.7609 0.003 -0.007 -0.007 0.0000
H 2.8000 -6.7218 5.0895 0.010 0.008 0.003 0.0000
H 2.8427 -5.8974 2.4595 0.019 0.013 -0.017 0.0000
H 2.5957 -4.7627 3.7867 0.001 0.012 0.014 0.0000
N -0.8719 2.0535 -2.1443 -0.218 -0.474 0.011 0.1690
C -1.6038 2.7696 -2.8403 -0.045 0.088 -0.214 0.0270
N -3.3433 4.3569 -4.6158 -0.076 -0.295 0.139 -0.0001
C -3.1148 3.9067 -5.8568 0.169 0.176 -0.078 0.0002
N -2.8759 3.4660 -6.8949 -0.067 -0.014 0.078 0.0000
```
Forces are in eV/Å.

Summary:
LUMO energy (spin up / spin down), eV: -3.597 / -3.599
Kohn-Sham gap (spin up / spin down), eV: 5.30 / 5.11
Net charge: +1
Spin multiplicity: 2
E_tot, a.u.: -3284.20305

# 2
The following is a DFT calculation (wB97M-V/def2-TZVPD) of C36H29N13O4S3W as an isolated structure.

The geometry in XYZ format:
```
86
Properties=species:S:1:pos:R:3:forces:R:3:mulliken_charge:R:1
W -0.6633 0.0710 -1.1356 0.218 0.325 0.160 2.6628
C -3.8268 0.5738 1.8920 0.020 -0.024 0.010 -2.3342
C -2.9535 0.5826 0.6870 0.026 -0.020 0.051 0.7128
N -1.8176 -0.0249 0.6179 -0.129 -0.008 -0.082 2.0590
N -1.2938 -0.6438 1.7356 -0.103 0.039 -0.019 -1.4439
C -0.0100 -0.7436 1.5536 0.112 0.007 -0.092 -0.3901
O 0.5837 -0.3256 0.4738 -0.113 -0.008 0.130 -0.5273
C 0.8352 -1.3038 2.6290 0.039 -0.005 -0.058 0.4420
C 0.2659 -1.7535 3.8179 0.007 -0.006 -0.014 -0.0939
C 1.0773 -2.2338 4.8318 0.004 0.006 0.007 -0.9155
C 2.4574 -2.2638 4.6645 -0.001 0.002 0.002 -0.4878
C 3.0237 -1.8219 3.4768 0.000 -0.001 -0.008 -1.3480
C 2.2145 -1.3434 2.4576 0.002 -0.012 0.019 0.2322
C -3.2251 1.4884 -0.4364 -0.048 0.023 -0.030 0.6083
C -4.3366 2.3143 -0.4820 -0.020 0.034 -0.016 -0.5379
C -4.4243 3.2737 -1.4805 -0.018 -0.008 0.037 -0.8575
C -3.3990 3.3951 -2.4011 0.043 -0.022 -0.016 -1.0926
C -2.3269 2.5226 -2.3148 0.007 0.022 0.000 -0.3219
N -2.2605 1.5865 -1.3753 0.068 -0.130 -0.022 0.9648
H -3.4893 -0.1891 2.5864 -0.008 0.003 0.003 0.4325
H -4.8676 0.3865 1.6239 -0.002 0.004 -0.009 0.5335
H -3.7662 1.5500 2.3802 -0.003 -0.007 0.007 0.4183
H -0.8084 -1.7165 3.9351 -0.002 0.000 0.001 0.4651
H 0.6352 -2.5864 5.7546 0.002 -0.001 0.001 0.4336
H 3.0897 -2.6423 5.4579 -0.002 -0.001 0.000 0.4334
H 4.0971 -1.8536 3.3414 0.000 -0.001 0.002 0.4572
H 2.6422 -0.9929 1.5284 -0.004 0.006 -0.001 0.4608
H -5.1031 2.2336 0.2744 0.001 -0.010 0.001 0.4939
H -5.2822 3.9312 -1.5244 -0.001 0.001 -0.003 0.4711
H -3.4257 4.1348 -3.1874 0.005 0.001 0.000 0.5105
H -1.5096 2.5392 -3.0230 -0.012 0.009 -0.011 0.4349
N 3.5239 1.9054 5.1378 -0.003 -0.014 -0.022 -0.5797
C 2.6452 2.2332 4.1164 0.004 0.009 0.021 0.7401
C 3.0129 3.1439 3.1221 -0.008 0.005 -0.014 -0.9653
C 2.1312 3.4742 2.1105 -0.012 -0.009 0.005 -0.2286
C 0.8676 2.8949 2.0840 0.004 0.011 0.015 -0.8325
C 0.4746 2.0217 3.0920 0.014 -0.006 -0.009 -0.0667
C 1.3554 1.6962 4.1025 0.001 -0.001 -0.012 -0.4925
S -0.2293 3.2265 0.7564 0.043 0.008 -0.028 1.3486
O 0.0618 4.5228 0.2229 0.007 -0.001 0.010 -0.7825
O -1.5663 2.9395 1.2089 -0.019 -0.007 0.002 -0.6603
N 0.0980 2.0900 -0.3895 0.030 -0.109 -0.129 -0.3329
C 1.2993 2.0265 -1.0004 -0.031 -0.050 0.001 0.5475
N 2.3019 2.9002 -0.9456 -0.011 -0.004 -0.025 -0.3900
C 3.2831 2.6900 -1.8114 0.000 -0.020 0.004 -0.5113
C 3.2919 1.6483 -2.7371 0.004 0.036 0.025 -1.2665
C 2.2636 0.7352 -2.6510 0.034 0.005 -0.011 -0.0394
N 1.3167 0.8905 -1.7289 -0.070 -0.100 -0.012 -0.3702
H 4.4992 2.0577 4.9403 0.000 0.006 0.008 0.2206
H 3.3497 1.0209 5.5876 0.001 0.005 0.006 0.2224
H 3.9990 3.5925 3.1459 0.002 -0.003 0.001 0.3562
H 2.4111 4.1704 1.3335 0.000 -0.003 0.002 0.5532
H -0.5191 1.5939 3.0759 -0.005 0.010 0.000 0.4748
H 1.0558 1.0042 4.8805 -0.001 -0.007 0.006 0.3496
H 4.1032 3.3993 -1.7758 0.003 0.000 -0.011 0.4657
H 4.0740 1.5451 -3.4727 0.002 -0.002 0.003 0.4357
H 2.1902 -0.1306 -3.2965 -0.024 -0.007 0.010 0.7419
S -0.2134 0.3201 -6.0015 0.001 -0.005 0.037 -0.3730
C -0.4238 0.2356 -4.4115 0.002 0.099 -0.037 0.5016
N -0.5735 0.1902 -3.2477 -0.066 -0.046 0.147 -0.7380
N -2.2418 -3.1101 -0.3930 -0.015 -0.004 -0.022 -0.3263
C -0.9489 -3.2340 -0.7547 -0.004 -0.027 0.009 -0.1557
N -0.1115 -2.2600 -1.0309 0.098 0.048 -0.007 0.8529
C 1.1873 -2.7944 -1.1724 -0.015 0.014 0.046 -1.5319
C 2.3792 -2.0828 -1.2466 -0.030 -0.045 -0.036 -0.0695
C 3.5772 -2.7608 -1.3924 -0.010 -0.005 0.028 -1.1812
C 3.6195 -4.1520 -1.4304 0.021 0.018 -0.005 -0.6915
C 2.4543 -4.8790 -1.2755 -0.030 -0.021 -0.002 -0.4443
C 1.2619 -4.1884 -1.1286 0.020 0.020 -0.032 0.9438
S -0.3025 -4.8482 -0.7944 0.009 0.005 0.001 -0.3973
H -2.6999 -2.2526 -0.6696 0.006 0.007 -0.003 0.1487
H -2.7976 -3.9480 -0.4025 -0.006 0.005 0.005 0.3057
H 2.3723 -1.0169 -1.1310 0.009 0.029 -0.009 0.6433
H 4.4980 -2.1946 -1.4569 -0.002 0.002 -0.001 0.4536
H 4.5636 -4.6657 -1.5511 0.001 0.002 -0.005 0.3994
H 2.4696 -5.9607 -1.2603 0.000 0.000 0.007 0.4267
N -4.0967 -0.1679 -3.0952 -0.027 0.053 -0.001 -0.3273
C -3.0325 -0.9803 -2.9473 0.116 -0.138 0.071 0.4858
O -2.3794 -0.8985 -1.8113 -0.089 0.005 -0.125 -0.1554
C -2.7305 -1.9089 -3.9341 -0.066 0.009 0.032 0.7348
C -1.5904 -2.7468 -3.8716 0.074 0.060 0.045 0.2888
N -0.6615 -3.4266 -3.8245 -0.035 -0.040 -0.025 -0.6211
C -3.5982 -1.9769 -5.0553 -0.040 -0.003 -0.023 -0.6256
N -4.3840 -1.9549 -5.8990 0.016 -0.003 -0.002 -0.6570
H -4.6624 -0.2260 -3.9267 0.016 0.027 0.031 0.2282
H -4.3615 0.4526 -2.3517 -0.010 -0.034 -0.018 0.0682
```
Forces are in eV/Å.

Summary:
LUMO energy (spin up / spin down), eV: -1.174 / -1.174
Kohn-Sham gap (spin up / spin down), eV: 6.07 / 6.07
E_tot, a.u.: -3663.87355

> Number 1 is which compound?

C36H29F11N9O3Re

> E_tot of number 1 (C36H29F11N9O3Re)?

-3284.20305 a.u.

> Which value of E_tot does entry 2 give?

-3663.87355 a.u.

> The highest E_tot belongs to which entry?

C36H29F11N9O3Re